Formula: C16H19BrNO3P
Source: OMol25
Level of theory: ωB97M-V/def2-TZVPD

Calculated values
- gap between HOMO and LUMO (eV) = 6.94
- SMILES = C=CN1C(=O)c2c(O)cc(C[C@@H](C)Br)c(P(C)CC)c2C1=O
- charge = 0
- HOMO energy (eV) = -8.1
- LUMO (eV) = -1.12

Each line ends with the natural charge from an NBO analysis.
CARTESIAN COORDINATES (ANGSTROEM)
C (-3.212333, -4.445410, 2.032228)  -0.47
C (-3.089884, -3.179283, 1.361251)  0.01
N (-1.973760, -2.850903, 0.378179)  -0.50
C (-2.775886, -2.048960, -0.606389)  0.66
O (-3.941252, -2.311587, -0.985750)  -0.53
C (-1.855267, -0.854904, -1.102097)  -0.13
C (-1.853709, -0.010107, -2.389522)  0.32
O (-2.823169, -0.244894, -3.400156)  -0.69
C (-0.748877, 1.088433, -2.530233)  -0.24
C (0.283552, 1.228007, -1.369903)  0.02
C (1.394936, 2.387855, -1.574133)  -0.48
C (0.717694, 3.743154, -0.968080)  -0.22
C (0.987918, 3.899156, 0.626795)  -0.64
Br (1.449533, 5.378623, -1.857122)  -0.03
C (0.254020, 0.334922, -0.076089)  -0.29
P (1.555804, 0.550483, 1.246829)  0.75
C (1.411812, -0.628245, 2.701477)  -0.93
C (3.191787, -0.006039, 0.382059)  -0.68
C (2.814422, -1.157158, -0.716156)  -0.63
C (-0.855398, -0.719156, 0.089779)  -0.14
C (-1.294460, -1.752528, 1.167580)  0.67
O (-1.330966, -1.882496, 2.401469)  -0.52
H (-3.100974, -4.405638, 3.180869)  0.22
H (-3.475677, -5.418495, 1.476455)  0.23
H (-3.909470, -2.391636, 1.563052)  0.21
H (-3.627524, 0.273636, -3.175876)  0.50
H (-0.697878, 1.779185, -3.448853)  0.25
H (2.312886, 2.184952, -0.933753)  0.24
H (1.608950, 2.517090, -2.688411)  0.25
H (-0.429713, 3.727240, -1.086544)  0.23
H (0.215476, 3.251616, 1.156695)  0.23
H (2.049093, 3.556182, 0.869342)  0.22
H (0.856701, 4.995795, 0.961347)  0.23
H (0.538622, -0.290030, 3.365260)  0.27
H (1.316135, -1.705436, 2.335500)  0.23
H (2.364489, -0.496256, 3.342822)  0.25
H (3.763350, 0.866394, -0.071988)  0.23
H (3.803152, -0.568952, 1.184031)  0.24
H (3.713953, -1.842754, -0.932860)  0.22
H (2.376544, -0.712407, -1.676162)  0.22
H (2.015369, -1.839450, -0.232943)  0.21

Forces on atoms 1 to 6 (eV/Å):
0.1 1.8 -0.9
-0.7 -3.4 1.7
-4.8 2.7 0.2
-1.0 0.2 -3.2
4.2 0.8 1.7
1.5 0.8 1.1